1.
Below is C38H46BaClF6Ge3N2O4S2 as an isolated structure, with properties calculated with ωB97M-V/def2-TZVPD.

Computed properties:
<S²> = 0.75
calculated total energy = -9998.00531 hartree
Kohn-Sham gap (spin up / spin down) = 4.06 / 3.95 eV
relative energy (zero: lowest compared OMol25 entry of this formula, charge and spin) = 338.80 kJ/mol
2S+1 = 2
charge = -2

Each line ends with the Löwdin spin population.
Geometry (Å):
Ba  0.71479  -1.15410  1.52917  0.016
C  2.91984  2.19680  0.06260  0.003
C  4.26393  1.81136  0.19829  0.002
C  4.45253  1.29634  1.49435  0.001
C  3.22157  1.37901  2.17415  0.002
C  2.27415  1.93024  1.28333  0.020
H  2.46872  2.65466  -0.80777  0.000
H  5.01982  1.86472  -0.57484  0.000
H  5.38072  0.90987  1.89649  0.000
H  3.04932  1.17204  3.22334  0.000
H  1.25218  2.17148  1.54702  0.016
C  -3.44846  -0.48601  -2.33742  0.000
C  -3.38231  -1.69799  -1.67258  0.000
C  -2.43730  -1.85503  -0.67208  0.000
N  -1.58999  -0.89217  -0.31256  0.000
C  -1.65976  0.27160  -0.96454  0.001
C  -2.56800  0.51978  -1.97762  0.000
H  -4.18028  -0.32415  -3.11910  0.000
H  -4.04506  -2.51564  -1.92015  0.000
H  -2.35338  -2.79236  -0.13702  0.000
H  -0.95607  1.03375  -0.65637  0.000
H  -2.58433  1.48863  -2.45696  0.000
C  -2.39584  4.45715  3.43346  0.029
Ge  -0.84116  3.60902  2.57930  0.069
C  0.72271  4.64479  3.15190  -0.003
C  -1.05145  3.80823  0.64418  0.008
C  -0.65242  1.75688  3.12647  0.731
H  -2.49041  5.47805  3.06095  0.003
H  -2.27816  4.48634  4.51844  0.000
H  -3.30863  3.91288  3.19435  0.000
H  0.53455  5.70495  2.97233  0.000
H  1.61509  4.33702  2.60699  0.000
H  0.90876  4.50354  4.21917  0.000
H  -0.72995  4.80553  0.33877  0.000
H  -2.09425  3.64831  0.36844  0.000
H  -0.43001  3.08073  0.12048  0.000
H  -1.49191  1.06703  3.06483  0.050
H  0.04430  1.53799  3.93224  0.048
Cl  -9.93208  2.33349  0.63720  0.000
C  -8.19314  2.11876  0.87004  0.000
C  -7.56665  2.63176  2.00292  0.000
C  -6.21536  2.46315  2.19339  0.000
C  -5.37444  1.76166  1.25247  0.000
C  -4.01656  1.59664  1.42715  0.001
C  -6.08512  1.25399  0.10205  0.000
C  -7.43717  1.42938  -0.07503  0.000
H  -8.15655  3.16845  2.73835  0.000
H  -5.75342  2.87231  3.08655  0.000
H  -3.41569  1.06882  0.69924  0.000
H  -3.52343  1.98737  2.30747  0.000
H  -5.51849  0.71044  -0.64665  0.000
H  -7.92628  1.02813  -0.95648  0.000
F  1.50577  -5.82230  1.53147  0.000
C  0.42493  -5.69145  2.28894  0.000
F  -0.56830  -6.40653  1.76351  0.000
F  0.68396  -6.14530  3.50941  0.000
S  -0.10094  -3.92535  2.35812  0.000
O  -0.27879  -3.57522  0.96097  0.000
O  -1.24195  -3.80921  3.21336  0.000
N  1.25012  -3.26605  3.05118  0.000
S  0.88007  -2.31012  4.40422  0.000
O  0.04176  -1.17476  4.07844  0.002
O  0.57194  -3.07979  5.56071  0.000
C  2.59832  -1.58581  4.68358  0.000
F  3.31170  -2.50033  5.33895  0.000
F  2.44363  -0.51950  5.45692  0.000
F  3.22739  -1.23661  3.58099  0.000
C  3.45193  2.06763  -3.76539  0.000
Ge  1.92956  0.79953  -3.67875  0.000
C  2.12122  -0.31723  -5.30994  0.000
C  0.34971  1.92797  -4.09581  0.000
Ge  1.70253  -0.35521  -1.52119  0.000
C  0.90328  -2.04787  -2.36951  0.000
C  1.25964  -3.34709  -1.98623  0.000
C  0.58419  -4.47136  -2.44857  0.000
C  -0.48095  -4.33863  -3.32764  0.000
C  -0.85817  -3.06371  -3.73186  0.000
C  -0.17944  -1.95200  -3.25499  0.000
C  3.53302  -1.23497  -1.28791  0.000
C  3.89605  -1.92226  -0.12468  0.000
C  5.02955  -2.72555  -0.05858  0.000
C  5.87643  -2.84142  -1.14950  0.000
C  5.57123  -2.13534  -2.30472  0.000
C  4.42158  -1.35889  -2.36188  0.000
H  3.73357  2.24437  -4.80665  0.000
H  4.31640  1.68941  -3.21893  0.000
H  3.16729  3.02043  -3.31561  0.000
H  2.42295  0.32499  -6.14212  0.000
H  1.17659  -0.79913  -5.56232  0.000
H  2.87073  -1.09915  -5.17992  0.000
H  0.60709  2.63214  -4.89139  0.000
H  0.03138  2.49887  -3.22152  0.000
H  -0.48975  1.31792  -4.43586  0.000
H  2.10034  -3.49570  -1.31482  0.000
H  0.89389  -5.45766  -2.11778  0.000
H  -1.01001  -5.21230  -3.69081  0.000
H  -1.69160  -2.93517  -4.41513  0.000
H  -0.51736  -0.96973  -3.57515  0.000
H  3.32342  -1.88774  0.80400  0.000
H  5.25656  -3.25221  0.86241  0.000
H  6.75838  -3.46888  -1.09704  0.000
H  6.22337  -2.19687  -3.16949  0.000
H  4.20636  -0.83447  -3.28609  0.000

2.
Below is C38H46BrCl2N8O4PSTa as an isolated structure, with properties calculated with ωB97M-V/def2-TZVPD.

Computed properties:
calculated total energy = -6505.05955 hartree
Kohn-Sham gap = 6.18 eV
relative energy (zero: lowest compared OMol25 entry of this formula, charge and spin) = 0.00 kJ/mol
2S+1 = 1
charge = +3

Each line ends with the Mulliken charge.
Geometry (Å):
Ta  -0.48291  0.64021  -0.68248  1.877
Cl  -6.38988  -0.42422  2.87542  -0.144
C  -4.92210  0.27499  2.33977  -0.365
C  -4.11794  -0.44783  1.47129  -0.640
C  -2.92622  0.10801  1.03309  0.030
N  -2.04048  -0.47226  0.08344  1.522
C  -2.24606  -1.77302  -0.35911  -0.756
O  -2.78934  -2.66531  0.23620  -0.601
C  -1.80063  -1.92978  -1.77971  0.390
C  -2.21489  -3.00438  -2.53574  -0.238
C  -1.95380  -2.99089  -3.89920  -0.959
C  -1.32042  -1.88482  -4.44458  -1.162
C  -0.91975  -0.85594  -3.61209  -0.755
N  -1.12500  -0.88418  -2.28692  0.945
C  -2.52019  1.36454  1.45429  -0.468
C  -3.32821  2.09357  2.32441  -0.446
C  -4.52617  1.54593  2.76312  -0.077
Cl  -5.50156  2.46570  3.83014  -0.137
N  -1.25226  1.73285  0.91706  1.150
C  -0.63826  2.90074  1.37407  -0.313
O  -1.14060  3.76163  2.04476  -0.593
C  0.79076  2.97049  0.96742  0.531
C  1.65254  3.91612  1.48005  -0.720
C  2.99099  3.83932  1.12234  -0.925
C  3.40043  2.81917  0.27323  -1.278
C  2.46396  1.92758  -0.21210  -0.319
N  1.16825  2.00390  0.12681  0.779
H  -4.42852  -1.43384  1.16502  0.772
H  -2.76132  -3.80425  -2.05494  0.662
H  -2.27156  -3.81083  -4.52994  0.523
H  -1.13950  -1.81095  -5.50784  0.577
H  -0.44664  0.02497  -4.01485  0.868
H  -3.04887  3.07109  2.67471  0.778
H  1.26531  4.67071  2.15117  0.675
H  3.70578  4.55394  1.50900  0.529
H  4.43688  2.71296  -0.01567  0.609
H  2.74775  1.12430  -0.87485  0.566
C  0.58908  5.22727  -3.69570  -1.491
C  1.00401  3.78610  -3.59911  0.285
C  2.00464  3.23614  -4.39699  -0.757
C  2.35907  1.90955  -4.23850  -1.162
C  1.69680  1.15105  -3.28784  0.199
Br  2.26548  -0.62663  -3.06720  0.136
N  0.70702  1.63175  -2.52535  0.157
C  0.39699  2.93966  -2.69229  -0.295
H  1.09480  5.72488  -4.51971  0.430
H  0.83414  5.76422  -2.77846  0.326
H  -0.48538  5.31757  -3.85650  0.334
H  2.51128  3.84453  -5.13630  0.480
H  3.13969  1.45881  -4.83400  0.582
H  -0.39027  3.32743  -2.05961  0.591
O  0.79042  -0.70498  -0.06592  0.218
P  1.17949  -1.66620  1.16409  -1.576
N  0.32751  -3.02243  1.00299  0.457
C  0.54553  -3.86490  -0.20621  -0.414
C  -0.27865  -5.11377  0.07935  -0.534
C  -0.14620  -5.26692  1.59203  -0.878
C  -0.27169  -3.83688  2.10288  -0.531
N  2.76014  -1.94133  1.00658  0.431
C  3.35074  -3.00899  1.87161  -0.463
C  4.84966  -2.71704  1.83356  -0.851
C  5.04553  -2.01308  0.49330  -0.745
C  3.81979  -1.11218  0.40360  0.275
N  0.85676  -0.98337  2.58852  0.358
C  -0.46083  -0.89673  3.27656  -0.197
C  -0.32981  0.35369  4.13588  -0.257
C  1.14575  0.33871  4.52713  -0.997
C  1.84555  -0.08034  3.23847  0.156
H  1.60718  -4.10537  -0.30913  0.668
H  0.23429  -3.33772  -1.10815  -0.184
H  0.08882  -5.97626  -0.47254  0.468
H  -1.32299  -4.94432  -0.18813  0.074
H  0.83447  -5.67448  1.84529  0.343
H  -0.90337  -5.91642  2.02528  0.446
H  0.26245  -3.67714  3.03747  0.416
H  -1.31704  -3.55315  2.22861  0.303
H  3.11707  -3.98935  1.45214  0.336
H  2.94483  -2.96656  2.88456  0.425
H  5.43849  -3.62613  1.92920  0.416
H  5.12727  -2.05226  2.65313  0.329
H  5.03587  -2.73621  -0.32424  0.326
H  5.97478  -1.44997  0.43992  0.434
H  3.56042  -0.85258  -0.62051  -0.496
H  3.97724  -0.19549  0.98262  0.138
H  -0.60578  -1.77395  3.90612  0.592
H  -1.28000  -0.85540  2.56318  -0.096
H  -0.99950  0.32613  4.99312  0.524
H  -0.56479  1.24959  3.55707  -0.227
H  1.31945  -0.40860  5.30266  0.375
H  1.50843  1.29557  4.89673  0.415
H  2.78796  -0.59892  3.41318  0.260
H  2.04484  0.79127  2.60311  -0.182
C  -3.83542  1.78540  -3.59515  -1.002
S  -3.50237  1.53448  -1.86970  0.607
C  -4.14110  3.05050  -1.20324  -0.849
O  -1.94930  1.71300  -1.79306  -1.232
H  -4.91910  1.79828  -3.72109  0.498
H  -3.41758  0.94231  -4.14195  0.320
H  -3.39403  2.72741  -3.91761  0.373
H  -5.22136  3.03448  -1.36091  0.561
H  -3.68543  3.89650  -1.71594  0.364
H  -3.93127  3.05958  -0.13571  0.102